A structure of composition C51H44F6N6O2P3PbS4. Source: OMol25; level of theory: wB97M-V/def2-TZVPD.

Summary:
Expectation value of S²: 0.768
DFT total energy, Eh: -5858.0242
Kohn-Sham gap (alpha / beta), eV: 6.041 / 6.337
Lowest unoccupied orbital energy (alpha / beta), eV: 3.81 / 3.43

The geometry in ORCA input format:
```
! wB97M-V def2-TZVPD RIJCOSX def2/J DEFGRID3
* xyz -2 2
Pb 0.344 -0.131 0.044
S -1.165 -3.668 -1.344
P -0.697 -2.111 -2.497
C -1.035 -0.489 -2.023
P -2.685 0.069 -1.970
S -3.705 0.380 -0.276
C -3.791 -1.017 -2.970
C -4.323 -2.149 -2.358
C -5.195 -2.979 -3.045
C -5.561 -2.680 -4.350
C -5.037 -1.554 -4.968
C -4.152 -0.732 -4.284
C -2.779 1.622 -2.955
C -1.925 1.832 -4.032
C -2.048 2.961 -4.830
C -3.037 3.894 -4.559
C -3.898 3.690 -3.490
C -3.771 2.562 -2.694
C 2.057 -1.552 -3.496
C 3.056 -2.597 -3.098
C 4.202 -1.921 -2.406
C 4.538 -0.699 -2.840
C 3.737 0.047 -3.820
C 2.476 -0.325 -4.117
C -1.224 -2.464 -4.231
C -1.904 -3.625 -4.563
C -2.218 -3.898 -5.889
C -1.847 -3.018 -6.892
C -1.154 -1.856 -6.566
C -0.845 -1.587 -5.245
H -4.056 -2.371 -1.334
H -5.591 -3.860 -2.556
H -6.246 -3.326 -4.887
H -5.307 -1.317 -5.990
H -3.752 0.143 -4.779
H -1.169 1.087 -4.250
H -1.370 3.110 -5.662
H -3.129 4.782 -5.172
H -4.662 4.423 -3.262
H -4.423 2.408 -1.844
H 3.434 -3.215 -3.926
H 4.809 -2.425 -1.663
H 5.409 -0.211 -2.419
H 4.134 0.979 -4.202
H 1.823 0.302 -4.711
H -2.181 -4.309 -3.770
H -2.761 -4.803 -6.135
H -2.093 -3.232 -7.925
H -0.852 -1.165 -7.344
H -0.293 -0.692 -4.989
O -1.328 4.319 -1.618
C -2.187 4.601 -0.622
C -3.046 5.688 -0.785
C -3.925 6.039 0.223
C -3.957 5.317 1.412
C -3.097 4.244 1.576
C -2.211 3.865 0.573
C -1.273 2.715 0.758
O -0.888 2.086 -0.285
N -0.901 2.484 1.995
N 0.053 1.482 2.054
C 0.678 1.440 3.163
S 0.244 2.503 4.508
C 1.688 2.061 5.516
C 2.087 0.634 5.194
S 2.118 0.470 3.395
H -0.942 3.435 -1.390
H -3.002 6.236 -1.718
H -4.592 6.881 0.080
H -4.648 5.588 2.200
H -3.091 3.669 2.493
H 1.404 2.168 6.564
H 2.506 2.747 5.295
H 1.380 -0.079 5.615
H 3.093 0.407 5.548
N -1.572 -1.383 1.165
C -1.453 -1.571 2.545
C -2.369 -0.967 3.404
C -2.278 -1.147 4.773
C -1.268 -1.940 5.301
C -0.332 -2.503 4.446
C -0.389 -2.322 3.066
C 0.721 -2.843 2.221
C 1.287 -4.081 2.533
C 2.468 -4.502 1.939
C 3.120 -3.676 1.037
C 2.541 -2.462 0.678
C 1.334 -2.075 1.229
H -2.437 -0.926 0.870
H -1.422 -2.229 0.607
H -3.154 -0.356 2.975
H -2.996 -0.666 5.425
H -1.187 -2.091 6.370
H 0.498 -3.066 4.857
H 0.798 -4.714 3.265
H 2.889 -5.465 2.201
H 4.074 -3.965 0.611
H 3.056 -1.810 -0.017
N 1.924 -3.318 -2.448
C 1.102 -2.208 -2.793
H 1.964 -3.606 -1.480
N 1.046 1.855 -2.413
C 1.447 3.027 -2.925
C 2.630 3.351 -2.292
C 2.855 2.299 -1.387
N 1.882 1.405 -1.476
H 0.202 1.296 -2.569
H 0.859 3.544 -3.664
H 3.237 4.225 -2.450
H 3.671 2.138 -0.700
F 4.196 0.148 0.660
P 5.773 0.350 1.001
F 5.418 1.648 1.900
F 6.127 -0.949 0.087
F 5.619 -0.605 2.298
F 7.350 0.549 1.322
F 5.921 1.302 -0.313
*
```

Here are the Löwdin charges for atoms 1 to 4, given in e: atom 1 (Pb): 1.415, atom 2 (S): 0.256, atom 3 (P): 0.358, atom 4 (C): -0.646

=====

A cluster of 2 separate species, C51H44N3O3 in total. Source: OMol25; level of theory: wB97M-V/def2-TZVPD.

Summary:
DFT total energy, Eh: -2359.4343
Kohn-Sham gap, eV: 5.657
Lowest unoccupied orbital energy, eV: -3.75

The geometry in ORCA input format:
```
! wB97M-V def2-TZVPD RIJCOSX def2/J DEFGRID3
* xyz 1 1
C -1.074 3.263 3.893
O -1.227 1.941 4.484
C -1.691 0.889 3.715
C -2.680 1.287 2.652
C -2.563 0.815 1.324
C -3.685 0.855 0.485
C -4.849 1.488 0.914
C -4.849 2.203 2.112
C -3.750 2.145 2.961
C -0.631 -0.031 3.338
N -0.729 -1.315 2.909
C -1.773 -2.134 2.410
C -1.360 -3.333 1.846
C -2.311 -4.221 1.317
C -3.678 -3.924 1.410
C -4.094 -2.690 1.939
C -3.134 -1.822 2.481
N 0.509 -1.905 2.802
C 1.400 -0.993 3.110
C 2.837 -1.160 2.865
C 3.870 -0.397 3.469
C 5.174 -0.475 2.992
C 5.503 -1.377 1.968
C 4.522 -2.243 1.464
C 3.204 -2.135 1.905
N 0.747 0.192 3.526
C 1.406 1.448 3.383
C 1.876 2.070 4.529
C 2.652 3.228 4.413
C 2.887 3.784 3.155
C 2.372 3.176 2.006
C 1.633 1.991 2.115
H -0.406 3.794 4.577
H -0.612 3.191 2.885
H -2.055 3.746 3.874
H -1.625 0.333 1.017
H -3.635 0.343 -0.479
H -5.746 1.451 0.305
H -5.716 2.794 2.410
H -3.740 2.728 3.883
H -0.283 -3.543 1.822
H -1.992 -5.143 0.829
H -4.413 -4.670 1.075
H -5.150 -2.418 1.966
H -3.415 -0.883 2.954
H 3.628 0.251 4.312
H 5.940 0.175 3.422
H 6.513 -1.394 1.557
H 4.777 -3.001 0.720
H 2.425 -2.792 1.516
H 1.626 1.629 5.497
H 3.053 3.699 5.315
H 3.457 4.716 3.074
H 2.534 3.623 1.021
H 1.235 1.475 1.237
C -10.882 3.446 3.242
O -9.763 3.839 4.063
C -8.697 2.996 4.201
C -7.658 3.387 5.072
C -6.600 2.538 5.355
C -6.545 1.239 4.807
C -5.493 0.248 5.184
C -4.193 0.713 5.454
C -2.881 0.175 5.369
C -2.012 0.426 6.543
C -1.003 -0.484 6.894
C 0.116 -0.019 7.584
C 0.125 1.298 8.085
C -1.072 2.041 8.097
C -2.173 1.567 7.385
C -5.969 -1.127 5.378
C -7.299 -1.326 5.869
C -7.888 -2.566 5.966
C -7.173 -3.698 5.490
O -7.850 -4.882 5.447
C -7.236 -5.991 4.772
C -5.821 -3.539 5.084
C -5.215 -2.286 5.099
C -7.547 0.899 3.865
C -8.588 1.754 3.539
H -11.547 4.306 3.265
H -10.564 3.258 2.206
H -11.391 2.573 3.662
H -7.742 4.361 5.545
H -5.841 2.871 6.059
H -4.202 1.734 5.839
H -2.698 -0.743 4.805
H -1.080 -1.531 6.562
H 0.979 -0.677 7.723
H 1.030 1.697 8.541
H -1.164 2.976 8.667
H -3.130 2.110 7.484
H -7.883 -0.459 6.189
H -8.898 -2.707 6.367
H -8.000 -6.767 4.765
H -6.950 -5.711 3.747
H -6.340 -6.323 5.312
H -5.247 -4.419 4.780
H -4.153 -2.220 4.862
H -7.517 -0.076 3.383
H -9.355 1.456 2.826
*
```

Here are the Löwdin charges for atoms 1 to 4, given in e: atom 1 (C): -0.016, atom 2 (O): -0.155, atom 3 (C): -0.211, atom 4 (C): -0.185

=====

A structure of composition C51H46ILaPSi2. Source: OMol25; level of theory: wB97M-V/def2-TZVPD.

Summary:
DFT total energy, Eh: -3220.3550
Kohn-Sham gap, eV: 4.894
Lowest unoccupied orbital energy, eV: -3.65
Energy relative to the best compared isomer or geometry (same formula, charge and spin), eV: 0.215

The geometry in ORCA input format:
```
! wB97M-V def2-TZVPD RIJCOSX def2/J DEFGRID3
* xyz 1 1
La -0.972 -0.259 0.699
C -1.671 -2.062 3.545
C -2.901 -1.767 2.986
C -3.290 -0.441 2.788
C -2.421 0.622 3.088
C -1.157 0.302 3.674
C -0.829 -1.044 3.973
H -1.424 -3.135 3.677
H -3.574 -2.615 2.756
H -4.303 -0.200 2.378
H -2.742 1.691 3.072
H -0.506 1.123 4.034
H 0.102 -1.284 4.490
I -2.363 -2.482 -0.735
C -2.097 -2.053 -2.871
C -1.550 -3.147 -3.523
C -1.821 -3.406 -4.856
C -2.609 -2.523 -5.561
C -3.088 -1.344 -4.957
C -3.919 -0.497 -5.727
C -4.410 0.656 -5.198
C -4.214 0.932 -3.848
C -3.356 0.183 -3.036
P -2.981 0.925 -1.407
C -4.558 1.206 -0.575
C -5.599 0.301 -0.816
C -6.733 0.303 0.010
C -6.806 1.193 1.069
C -5.778 2.134 1.291
C -4.676 2.136 0.469
C -2.450 2.588 -1.880
C -1.100 2.800 -2.188
C -0.671 4.103 -2.469
C -1.537 5.164 -2.476
C -2.863 4.916 -2.194
C -3.357 3.634 -2.024
C -2.837 -1.059 -3.549
H -1.009 -3.910 -2.966
H -1.387 -4.255 -5.407
H -2.920 -2.686 -6.607
H -4.128 -0.741 -6.777
H -4.996 1.322 -5.849
H -4.753 1.784 -3.423
H -5.519 -0.427 -1.631
H -7.487 -0.447 -0.155
H -7.676 1.162 1.741
H -5.893 2.858 2.111
H -3.862 2.814 0.665
H -0.375 1.981 -2.217
H 0.385 4.242 -2.644
H -1.174 6.166 -2.653
H -3.547 5.776 -2.158
H -4.433 3.507 -1.946
C 2.790 3.090 -3.171
Si 3.534 1.817 -1.996
C 4.555 0.600 -3.003
C 4.659 2.672 -0.750
C 2.147 0.908 -1.045
C 1.177 0.439 -0.384
H 3.516 3.471 -3.908
H 2.344 3.954 -2.618
H 1.922 2.607 -3.708
H 5.066 1.078 -3.861
H 3.880 -0.084 -3.484
H 5.270 0.048 -2.332
H 5.338 3.361 -1.356
H 5.348 1.974 -0.237
H 4.092 3.265 -0.013
C 2.165 -4.576 5.350
C 3.022 -3.477 5.352
C 3.030 -2.572 4.314
C 2.087 -2.680 3.288
C 1.281 -3.835 3.213
C 1.319 -4.763 4.248
Si 2.029 -1.299 1.976
C 2.833 0.169 2.917
C 2.471 0.551 4.239
C 2.801 1.811 4.742
C 3.691 2.637 4.091
C 4.087 2.254 2.804
C 3.638 1.063 2.216
C 3.348 -1.987 0.753
C 4.618 -2.331 1.186
C 5.465 -2.985 0.288
C 5.068 -3.314 -0.995
C 3.793 -2.966 -1.419
C 2.945 -2.299 -0.576
H 2.186 -5.252 6.209
H 3.710 -3.348 6.225
H 3.777 -1.798 4.296
H 0.592 -3.960 2.361
H 0.655 -5.637 4.165
H 1.880 -0.107 4.898
H 2.404 2.122 5.710
H 4.039 3.545 4.542
H 4.743 2.891 2.233
H 3.901 0.797 1.187
H 5.049 -2.111 2.167
H 6.413 -3.357 0.656
H 5.743 -3.916 -1.639
H 3.449 -3.255 -2.412
H 1.964 -1.960 -0.910
*
```

Here are the Löwdin charges for atoms 1 to 4, given in e: atom 1 (La): 1.289, atom 2 (C): -0.090, atom 3 (C): -0.131, atom 4 (C): -0.157